[1]
ORCA calculation (ωB97M-V/def2-TZVPD) on a 11-piece molecular cluster, C11H44O11 overall in a non-equilibrium geometry.

Computed properties:
Orbital gap ... 10.2 eV
HOMO ... -0.369 hartree
ΔE to the lowest compared entry with this formula, charge and spin ... 92.3 kcal/mol
SMILES ... CO.CO.CO.CO.CO.CO.CO.CO.CO.CO.CO

```
66
Properties=species:S:1:pos:R:3:forces:R:3
C -30.6914 18.1946 -22.5526 -0.571 0.247 -0.448
O -30.5830 16.8200 -22.8678 0.553 -0.535 0.661
H -30.3640 18.7676 -23.4202 -0.059 0.408 0.142
H -31.7186 18.4428 -22.2856 -0.192 0.176 -0.205
H -30.1117 18.4947 -21.6796 0.384 -0.579 -0.145
H -31.1730 16.5844 -23.5875 -0.051 0.263 0.034
C -27.1395 14.3990 -20.0786 -1.321 -0.041 0.720
O -27.0709 15.1172 -21.2640 1.051 0.702 -1.089
H -27.7483 13.5047 -20.2116 0.417 -0.519 0.061
H -26.1449 14.2003 -19.6795 -0.033 -0.149 -0.411
H -27.6813 14.9560 -19.3141 0.047 0.276 0.305
H -27.9176 15.3329 -21.6617 -0.221 -0.223 0.392
C -26.2823 19.9517 -19.6642 -0.084 0.781 -0.388
O -26.9546 21.1708 -20.0357 -0.475 -0.427 0.481
H -26.9946 19.2241 -19.2751 -0.255 0.222 -0.300
H -25.8132 19.5770 -20.5740 0.297 -0.432 0.322
H -25.5757 20.1274 -18.8531 0.294 0.003 -0.160
H -26.3117 21.8538 -20.2396 0.183 -0.103 0.041
C -32.0348 22.5157 -19.7302 -0.235 -0.489 0.072
O -30.9624 22.3494 -18.7822 -1.001 0.658 -0.356
H -31.9248 23.2803 -20.4992 0.832 -0.066 -0.131
H -32.2663 21.5498 -20.1791 0.109 -0.013 -0.354
H -32.9790 22.8297 -19.2853 0.331 -0.101 0.924
H -30.1463 22.1830 -19.2596 0.027 -0.014 -0.163
C -24.2811 25.6381 -18.9396 0.461 -0.236 1.251
O -24.4829 24.9518 -20.1380 0.121 0.190 -0.828
H -24.4794 24.9020 -18.1605 -0.307 0.350 0.247
H -23.2466 25.9425 -18.7810 0.286 -0.045 -0.208
H -24.8687 26.5470 -18.8101 -0.437 -0.121 -0.102
H -23.9770 25.4331 -20.7968 -0.143 -0.178 -0.372
C -24.5294 15.6602 -15.0868 -0.084 -0.433 -0.343
O -23.7396 16.7764 -15.3697 0.471 1.007 0.181
H -24.9992 15.7196 -14.1050 0.028 -0.155 0.115
H -25.2986 15.5845 -15.8554 -0.238 -0.417 0.046
H -23.8489 14.8106 -15.1435 -0.329 -0.184 0.108
H -24.2392 17.5487 -15.0948 0.148 0.185 -0.113
C -24.1778 23.3374 -25.4899 0.774 1.194 1.585
O -24.5501 22.9389 -26.7417 -0.772 -0.715 -1.305
H -23.1043 23.2161 -25.3446 0.212 -0.211 0.276
H -24.3610 24.4050 -25.3685 -0.125 0.120 -0.204
H -24.7206 22.8634 -24.6721 -0.055 -0.306 0.024
H -24.6505 21.9850 -26.7024 -0.050 -0.155 -0.395
C -26.1060 18.4471 -25.8475 -0.910 -0.937 -0.372
O -25.4352 18.8763 -27.0116 0.542 0.865 0.092
H -25.7127 18.8672 -24.9219 0.456 0.005 -0.396
H -27.1682 18.6904 -25.8734 -0.181 0.323 -0.038
H -26.0804 17.3574 -25.8446 0.190 -0.151 0.623
H -25.8106 18.4442 -27.7822 -0.082 -0.038 0.126
C -31.6653 16.3752 -17.2322 -0.030 0.557 0.366
O -31.5346 15.1579 -16.5412 0.487 -0.776 -0.165
H -31.5103 16.2474 -18.3035 -0.518 -0.464 0.040
H -32.6405 16.7840 -16.9677 -0.059 0.400 -0.615
H -30.8929 17.0996 -16.9740 0.103 0.127 0.443
H -31.8571 15.2491 -15.6416 0.026 0.161 -0.079
C -20.8872 21.5904 -20.4516 -0.291 -1.130 0.171
O -20.4612 20.4022 -21.1356 0.110 0.574 -0.513
H -21.4854 22.2288 -21.1018 0.268 -0.205 -0.265
H -21.5565 21.2102 -19.6798 -0.017 0.682 0.502
H -20.0393 22.1462 -20.0513 -0.090 0.084 0.110
H -20.0275 19.8395 -20.4899 0.004 -0.002 -0.002
C -28.2014 27.4988 -21.5011 0.245 -0.217 -0.792
O -28.9370 28.0731 -22.6061 -0.096 -0.542 0.981
H -28.4709 27.8931 -20.5213 0.169 0.518 -0.116
H -28.3503 26.4249 -21.3883 -0.462 -0.005 -0.609
H -27.1541 27.6085 -21.7825 0.274 0.141 0.730
H -28.7548 29.0137 -22.5460 -0.124 0.094 -0.187
```
Forces are in eV/Å.

---

[2]
ORCA calculation (ωB97M-V/def2-TZVPD) on C11H4LuN2O5 as an isolated structure in a non-equilibrium geometry.

Computed properties:
Orbital gap ... 5.2 eV
HOMO ... -0.734 hartree
Net charge ... +3

```
23
Properties=species:S:1:pos:R:3:forces:R:3
O -0.1497 3.8660 -2.0976 0.002 -4.258 0.298
C -0.1498 2.7215 -2.0201 -0.004 3.657 -0.253
Lu -0.1558 -0.3775 -1.6881 0.148 5.500 2.341
O -0.1553 0.0270 -5.2708 0.005 -0.140 4.939
C -0.1549 -0.0265 -4.1217 -0.011 0.246 -5.951
C -0.1579 -2.4816 -1.9750 -0.013 -12.121 -1.340
O -0.1591 -3.6451 -2.0996 0.008 7.069 0.728
C -2.5029 -0.0327 -2.0380 -7.592 0.376 -0.708
O -3.6611 0.0303 -2.1353 6.346 -0.251 0.483
C 2.2058 -0.0307 -2.0368 5.321 0.236 -0.514
O 3.3428 0.0303 -2.1352 -4.186 -0.124 0.314
N 3.3171 -0.1852 3.8709 -1.773 0.093 -0.951
C 2.2878 -0.1261 3.3294 0.977 -0.027 0.354
C 1.0097 -0.0528 2.6218 1.946 -0.117 0.002
C -0.1763 0.0173 3.3234 -0.326 0.021 0.421
C -1.3655 0.0848 2.6312 -0.880 0.065 -0.990
C -1.3473 0.0743 1.2375 0.064 -0.054 0.683
N -0.1775 -0.0133 0.5648 -0.023 -0.169 -1.235
C 0.9957 -0.0630 1.2327 -0.465 -0.019 0.438
H -0.1572 0.0178 4.4049 -0.039 0.011 0.080
H -2.3243 0.1442 3.1300 0.074 0.014 0.127
H -2.2633 0.1317 0.6366 0.271 -0.004 0.442
H 1.8992 -0.1109 0.6349 0.151 -0.003 0.294
```
Forces are in eV/Å.

---

[3]
ORCA calculation (ωB97M-V/def2-TZVPD) on C11H5Br4NO2S5SbV as an isolated structure.

Computed properties:
Orbital gap (alpha / beta) ... 5.5 / 5.6 eV
Multiplicity ... 3
HOMO (alpha / beta) ... -0.067 / -0.069 hartree
ΔE to the lowest compared entry with this formula, charge and spin ... 11.5 kcal/mol
Net charge ... -2

```
30
Properties=species:S:1:pos:R:3:forces:R:3
V 0.3030 1.7453 -0.4287 0.634 0.079 0.165
S -2.3886 5.6347 -0.5528 0.009 0.022 0.017
Sb -0.3737 4.7416 0.0132 -0.178 0.018 0.007
S 0.5205 3.5576 -1.9048 -0.081 -0.188 0.133
S -0.7868 2.7272 1.3519 0.074 -0.010 -0.127
S 1.2070 6.0286 1.0019 -0.004 0.029 0.003
Br 4.3362 -3.8899 0.4715 -0.002 0.000 0.003
C 3.7203 -2.1001 0.4082 0.004 0.021 0.009
C 4.5614 -1.0360 0.6966 -0.003 -0.021 -0.006
Br 6.3701 -1.3614 1.1650 -0.010 0.008 0.000
C 4.0898 0.2809 0.6436 0.011 0.013 0.027
Br 5.1872 1.7708 1.0103 -0.015 -0.008 -0.004
C 2.7611 0.5652 0.3029 -0.006 -0.001 0.018
O 2.2516 1.7443 0.2147 -0.240 -0.081 -0.120
C 1.9039 -0.5396 0.0125 -0.033 -0.011 -0.126
O 0.6656 -0.2117 -0.3426 -0.071 0.078 -0.053
C 2.3862 -1.8308 0.0607 -0.038 0.008 0.084
Br 1.1582 -3.2178 -0.3548 -0.009 0.008 -0.004
S -1.8956 1.2021 -1.6606 -0.114 -0.065 0.030
C -2.6009 -0.1399 -0.9283 0.119 0.138 -0.079
N -1.8728 -1.0277 -0.1958 -0.004 -0.027 0.014
C -2.3943 -2.0997 0.4338 0.004 0.001 0.004
C -3.7228 -2.3796 0.3638 -0.004 -0.040 0.025
C -4.5354 -1.5060 -0.3952 0.028 0.059 -0.026
C -3.9949 -0.4248 -1.0214 -0.093 -0.054 0.016
H -0.8442 -0.8676 -0.1613 0.001 0.027 -0.009
H -1.6813 -2.7030 0.9778 0.005 -0.006 0.000
H -4.1305 -3.2383 0.8754 0.011 0.002 0.004
H -5.6002 -1.6920 -0.4698 -0.002 0.001 -0.001
H -4.6001 0.2676 -1.5877 0.006 0.003 -0.005
```
Forces are in eV/Å.

---

[4]
ORCA calculation (ωB97M-V/def2-TZVPD) on C11H62CdF6N2O27S2 as an isolated structure in a non-equilibrium geometry.

Computed properties:
Orbital gap ... 2.4 eV
HOMO ... -0.287 hartree
ΔE to the lowest compared entry with this formula, charge and spin ... 229.4 kcal/mol

```
111
Properties=species:S:1:pos:R:3:forces:R:3
Cd 3.6623 -1.9648 5.4728 -0.182 -0.116 -0.055
C 1.9611 -7.6446 5.2677 -2.203 -0.651 1.339
F 0.8404 -7.1485 4.7111 0.910 -0.188 -0.301
F 1.7324 -9.0071 5.3850 1.068 1.794 -0.313
F 3.0100 -7.3575 4.5340 0.047 -0.425 -0.210
S 2.1136 -6.8702 7.0160 1.501 1.300 1.356
O 1.3503 -7.6827 7.9386 0.775 0.544 -1.193
O 3.5446 -6.7856 7.3094 -1.445 0.149 -1.066
N 1.5524 -5.1984 6.7708 -0.106 -3.361 0.152
S -0.0115 -5.2508 7.1418 -3.429 -1.250 0.318
O -0.7779 -4.0832 6.6716 1.692 -0.925 0.385
O -0.7108 -6.5694 6.9295 1.515 3.390 0.412
C 0.0283 -4.9727 9.0900 0.386 -1.365 -2.457
F 0.0338 -6.1469 9.7080 0.367 0.148 0.352
F 1.1361 -4.2810 9.3632 -0.238 0.083 0.587
F -1.0448 -4.3380 9.4673 -0.725 1.028 0.477
C 1.4314 1.0928 -1.3631 0.147 -1.923 1.054
C 0.1565 0.9931 -0.4289 -0.373 1.178 -1.075
C -1.0180 1.4182 -1.3267 -1.555 -0.248 -0.341
C -1.3871 0.3472 -2.3846 -0.623 0.656 1.818
C -1.9555 -0.8616 -1.6112 1.209 0.098 -0.020
C -0.8569 -1.5310 -0.7033 -1.608 0.408 -0.595
N -0.1229 -0.4456 0.0972 5.938 -2.396 3.041
O 0.9199 -0.9912 1.0003 -5.721 3.133 -4.709
C 0.1145 -2.2579 -1.6764 -0.386 -0.052 0.447
C -1.6537 -2.5444 0.1843 1.200 -0.106 -0.306
C 0.3558 2.0564 0.6755 0.646 -1.235 0.575
H 2.3257 0.9651 -0.7531 0.074 0.664 0.169
H 1.4141 2.0044 -1.9605 -0.004 -0.094 0.310
H 1.5270 0.2101 -1.9954 -0.378 0.240 -0.399
H -0.8930 2.3415 -1.8923 1.069 0.143 0.306
H -1.8738 1.7083 -0.7170 -0.278 -0.485 0.277
H -0.4254 0.2425 -2.8869 -0.452 -0.909 -0.537
H -2.1528 0.7237 -3.0628 0.247 0.103 -0.112
H -2.3903 -1.5958 -2.2894 0.477 -0.352 -0.021
H -2.8030 -0.6541 -0.9579 0.055 0.899 -0.078
H 0.7978 -2.9481 -1.1817 -0.048 0.136 0.067
H 0.6549 -1.5929 -2.3501 -0.014 0.020 0.281
H -0.5963 -2.8061 -2.2947 0.348 -0.329 -0.077
H -1.9190 -3.3914 -0.4484 0.489 -0.153 -0.155
H -2.6491 -2.2484 0.5157 0.401 0.761 0.386
H -0.9961 -2.8902 0.9817 -0.382 -0.109 0.182
H 1.2502 1.7470 1.2164 0.056 0.200 0.205
H -0.4356 2.1499 1.4192 -0.265 -0.142 -0.316
H 0.5661 3.0320 0.2373 -0.170 -0.170 -0.221
O -2.3008 5.5322 -8.0960 -0.254 -0.155 0.016
H -1.5317 5.1751 -7.6520 0.237 -0.112 0.148
H -1.9460 6.1712 -8.7140 0.045 0.187 -0.178
O 1.9189 3.9040 -7.4430 -0.232 -0.053 -0.135
H 2.2646 3.3953 -6.7096 0.083 -0.171 0.160
H 2.3296 4.7640 -7.3532 0.125 0.249 -0.023
O 3.1375 8.8081 3.2041 -0.212 -0.105 -0.154
H 3.1426 9.5614 3.7946 -0.040 0.211 0.159
H 4.0600 8.5700 3.1109 0.237 -0.101 -0.024
O -0.8522 -7.8225 -6.8907 0.117 -0.130 0.108
H -0.6406 -7.3660 -7.7050 0.091 0.072 -0.222
H -1.6475 -7.3936 -6.5748 -0.217 0.056 0.108
O 4.9193 8.9860 -1.5667 0.120 -0.146 -0.166
H 4.9927 9.9061 -1.3131 0.035 0.254 0.021
H 4.3233 8.6060 -0.9212 -0.173 -0.107 0.151
O -7.9550 -2.3434 2.4220 -0.115 -0.164 0.025
H -8.2673 -1.4877 2.1279 -0.135 0.212 -0.033
H -7.0188 -2.3386 2.2229 0.243 -0.044 0.025
O 5.9395 0.8839 4.1322 -0.239 -0.174 0.090
H 6.2785 0.9638 3.2406 0.151 -0.035 -0.271
H 6.3635 1.5936 4.6147 0.095 0.164 0.173
O 4.6986 -5.6319 -5.4567 -0.047 -0.153 0.153
H 5.0231 -5.6949 -6.3550 0.097 -0.071 -0.218
H 4.4707 -4.7086 -5.3481 -0.034 0.246 0.063
O 1.3270 0.4555 6.7234 0.271 -0.163 -0.119
H 0.4871 0.3373 6.2797 -0.238 -0.152 -0.066
H 1.2553 1.3095 7.1495 0.042 0.259 0.156
O -2.8958 1.4402 -9.2988 -0.105 -0.179 0.172
H -2.7486 2.3744 -9.1506 0.003 0.321 0.066
H -2.4008 1.2425 -10.0939 0.099 -0.090 -0.206
O 6.0905 -4.0155 3.6421 -0.187 0.236 0.130
H 6.0543 -3.9914 2.6859 -0.058 -0.001 -0.269
H 6.9112 -4.4668 3.8398 0.175 -0.168 0.161
O -7.2177 4.5296 -1.6694 0.076 0.195 0.067
H -7.1878 4.0539 -2.4994 -0.030 -0.070 -0.309
H -7.2607 3.8450 -1.0017 -0.054 -0.128 0.208
O -3.7885 0.4860 3.4103 -0.142 0.242 -0.120
H -3.2925 0.2356 2.6309 0.118 -0.077 -0.162
H -3.4577 -0.0892 4.1002 0.042 -0.194 0.280
O -0.8868 9.7121 0.8590 0.013 0.182 -0.177
H -1.5190 9.0327 1.0937 -0.247 -0.173 0.081
H -0.0856 9.4639 1.3202 0.238 -0.040 0.132
O -7.3851 3.5420 -6.2753 0.012 -0.194 0.244
H -8.1013 4.0134 -6.7010 -0.226 0.106 -0.079
H -6.6049 3.7939 -6.7693 0.236 0.059 -0.127
O 9.0060 0.5079 1.1258 -0.130 0.264 -0.024
H 9.7161 0.1805 1.6779 0.206 -0.050 0.156
H 8.5570 -0.2802 0.8200 -0.142 -0.227 -0.112
O 5.2280 -2.0794 -0.6739 0.182 -0.054 0.100
H 5.1865 -1.4469 -1.3912 0.064 0.134 -0.228
H 4.3333 -2.1180 -0.3359 -0.234 -0.074 0.160
O 5.3836 -0.7774 -6.2303 -0.180 -0.113 0.190
H 5.2556 -0.6951 -7.1754 -0.054 -0.013 -0.259
H 6.1033 -0.1782 -6.0325 0.220 0.121 0.078
O -3.4888 6.5859 3.0360 0.111 0.199 -0.175
H -3.6107 5.6767 2.7626 -0.075 -0.223 -0.094
H -3.4538 6.5466 3.9917 -0.016 0.034 0.257
O -8.8702 -4.8024 -4.5884 -0.188 -0.034 -0.052
H -8.2243 -4.1141 -4.7471 0.139 0.255 -0.134
H -8.4358 -5.4044 -3.9841 0.050 -0.191 0.158
O 0.9066 5.2056 7.4561 0.011 -0.240 -0.091
H 0.6122 5.9666 6.9557 -0.074 0.171 -0.165
H 1.1366 5.5579 8.3158 0.067 0.042 0.251
O -6.8782 -1.2207 -6.3822 -0.064 -0.290 0.056
H -5.9457 -1.0067 -6.3506 0.238 0.050 -0.074
H -7.3187 -0.4138 -6.1156 -0.181 0.243 0.024
```
Forces are in eV/Å.